The following is a DFT calculation (wB97M-V/def2-TZVPD) of C52H43N4OP3S3Sn as an isolated structure.

Structure (XYZ):
```
107
Properties=species:S:1:pos:R:3:forces:R:3
Sn -0.378 0.046 0.253 0.20 0.54 0.22
C 3.077 -2.202 2.140 0.04 0.02 0.01
C 1.964 -1.244 1.839 -0.01 0.03 0.05
N 1.455 -1.114 0.608 -0.08 -0.12 0.03
N 1.935 -1.986 -0.337 0.05 0.01 0.04
C 1.284 -2.057 -1.440 -0.06 0.08 -0.06
N 1.796 -2.938 -2.405 -0.03 -0.01 -0.03
S -0.170 -1.219 -1.892 -0.01 -0.03 -0.20
C 1.387 -0.477 2.869 0.08 0.05 -0.03
C 1.776 -0.567 4.236 -0.01 0.01 0.00
C 1.130 0.187 5.173 0.00 0.02 -0.02
C 0.084 1.051 4.780 0.03 0.01 -0.01
C -0.255 1.087 3.443 0.03 0.08 0.00
N 0.369 0.369 2.511 -0.06 -0.12 -0.07
H 3.500 -2.583 1.216 -0.01 0.01 0.01
H 3.862 -1.705 2.716 0.00 0.00 0.01
H 2.713 -3.051 2.730 0.00 -0.01 -0.02
H 2.792 -3.058 -2.274 0.01 -0.01 0.01
H 1.580 -2.621 -3.340 0.01 0.02 0.01
H 2.572 -1.241 4.524 0.00 0.00 -0.01
H 1.419 0.116 6.216 0.00 0.00 0.00
H -0.462 1.651 5.495 0.00 0.00 0.00
H -1.063 1.716 3.081 -0.02 -0.04 0.00
S 2.826 1.004 -2.174 -0.04 0.02 0.03
P 1.924 2.176 -0.841 0.01 0.01 -0.06
C 0.253 2.005 -0.441 0.10 -0.02 -0.10
P -1.044 2.679 -1.359 -0.12 -0.08 -0.08
S -2.354 1.407 -2.148 0.05 0.05 0.08
C -1.953 3.931 -0.366 0.04 0.00 0.04
C -1.322 4.582 0.685 -0.08 0.05 0.04
C -1.986 5.551 1.424 -0.01 -0.01 -0.01
C -3.302 5.872 1.122 0.02 -0.01 0.00
C -3.947 5.210 0.085 0.00 -0.02 -0.02
C -3.277 4.242 -0.652 0.02 0.04 -0.05
C -0.413 3.689 -2.757 -0.02 0.01 -0.04
C -0.517 5.073 -2.829 0.02 -0.01 -0.01
C -0.087 5.753 -3.964 -0.01 -0.02 0.01
C 0.454 5.054 -5.031 -0.03 -0.02 -0.01
C 0.570 3.670 -4.961 -0.05 0.00 0.00
C 0.136 2.990 -3.834 -0.05 0.03 -0.03
C 2.860 2.089 0.743 0.01 0.00 0.01
C 4.100 1.464 0.802 0.00 -0.01 0.01
C 4.837 1.471 1.980 -0.02 0.01 0.00
C 4.345 2.113 3.108 0.01 -0.02 0.00
C 3.104 2.734 3.060 -0.09 -0.07 0.01
C 2.363 2.708 1.888 -0.04 -0.09 0.01
C 2.312 3.931 -1.322 0.01 0.04 0.06
C 2.823 4.205 -2.586 0.07 -0.01 0.03
C 3.122 5.505 -2.968 0.01 -0.01 0.04
C 2.928 6.557 -2.085 0.02 -0.01 0.01
C 2.442 6.295 -0.812 0.00 -0.01 0.01
C 2.142 4.993 -0.436 -0.03 -0.01 -0.01
H -0.314 4.294 0.939 0.11 -0.04 0.00
H -1.480 6.043 2.248 0.00 0.00 0.00
H -3.830 6.619 1.704 0.00 0.00 0.00
H -4.983 5.435 -0.141 0.00 0.00 0.00
H -3.777 3.696 -1.443 -0.01 0.00 0.01
H -0.933 5.629 -1.998 0.00 -0.01 0.00
H -0.168 6.833 -4.005 0.00 0.00 0.00
H 0.794 5.584 -5.914 0.00 0.00 0.00
H 1.003 3.116 -5.785 0.00 0.00 0.00
H 0.218 1.912 -3.776 0.00 -0.01 0.00
H 4.465 0.961 -0.085 0.00 0.00 0.00
H 5.796 0.967 2.017 0.00 0.00 0.00
H 4.914 2.109 4.030 0.00 0.00 0.00
H 2.690 3.199 3.946 0.00 0.01 0.01
H 1.367 3.133 1.860 0.00 -0.05 0.04
H 2.983 3.376 -3.264 0.00 0.02 0.02
H 3.498 5.694 -3.966 0.00 0.00 0.00
H 3.157 7.574 -2.384 0.00 0.00 0.00
H 2.296 7.104 -0.105 0.00 0.00 0.00
H 1.787 4.809 0.567 -0.05 0.01 0.00
O -2.537 1.562 1.281 -0.05 -0.01 0.06
C -2.309 0.331 1.267 0.08 -0.10 -0.07
C -3.006 -0.621 2.068 0.08 0.00 -0.10
C -4.065 -0.112 2.890 -0.02 -0.03 0.02
C -4.797 -0.920 3.715 0.03 0.02 -0.02
C -4.530 -2.303 3.799 -0.02 0.00 0.02
C -3.506 -2.822 3.021 0.03 0.00 -0.08
C -2.744 -2.034 2.161 -0.05 0.03 0.04
P -1.419 -2.747 1.163 -0.03 -0.12 0.03
C -0.853 -4.143 2.210 0.02 0.01 0.04
C -0.250 -3.797 3.424 0.03 -0.04 -0.01
C 0.279 -4.765 4.259 0.00 0.01 -0.01
C 0.229 -6.107 3.895 -0.01 0.00 0.00
C -0.366 -6.462 2.695 0.00 0.01 -0.01
C -0.907 -5.489 1.861 -0.02 0.01 -0.01
C -2.265 -3.594 -0.225 -0.08 0.02 0.05
C -1.478 -4.178 -1.220 0.03 -0.04 0.03
C -2.061 -4.768 -2.330 0.00 0.01 0.05
C -3.443 -4.754 -2.478 -0.01 0.01 0.00
C -4.231 -4.148 -1.511 -0.01 0.00 0.00
C -3.647 -3.573 -0.389 0.03 -0.04 0.02
H -4.259 0.951 2.833 -0.01 0.01 -0.02
H -5.589 -0.486 4.318 0.00 0.00 0.00
H -5.102 -2.945 4.457 0.00 0.00 0.00
H -3.284 -3.883 3.082 -0.01 0.00 0.00
H -0.201 -2.752 3.712 0.02 0.05 0.01
H 0.740 -4.470 5.195 0.00 0.00 0.00
H 0.651 -6.867 4.543 0.00 0.00 0.00
H -0.417 -7.505 2.401 0.00 0.00 0.00
H -1.379 -5.785 0.932 0.01 0.01 -0.02
H -0.396 -4.138 -1.140 -0.05 -0.05 0.01
H -1.431 -5.202 -3.096 0.00 -0.02 0.00
H -3.900 -5.193 -3.357 0.00 0.00 0.00
H -5.307 -4.109 -1.634 0.00 -0.01 0.00
H -4.263 -3.091 0.361 0.00 0.01 0.00
```
Forces are in eV/Å.

Calculated values
* HOMO level (alpha / beta): -0.6 / 0.0 eV
* net charge: -2
* energy above the lowest of the compared OMol25 structures with the same formula, charge and spin: 0.0 kcal per mole
* LUMO energy (alpha / beta): 4.30 / 4.29 eV
* multiplicity: 1

***

The following is a DFT calculation (wB97M-V/def2-TZVPD) of C52H43N5O2PtS as an isolated structure in a non-equilibrium geometry.

Structure (XYZ):
```
104
Properties=species:S:1:pos:R:3:forces:R:3
Pt -0.063 0.906 0.646 -0.76 1.10 0.79
O 0.225 0.083 2.388 0.07 -0.28 -2.37
C 0.026 0.757 3.568 -0.18 0.78 1.68
C 0.455 2.239 3.399 0.00 -0.49 -0.15
C -0.580 3.018 2.647 0.12 0.35 0.47
C -1.064 4.206 3.177 -0.02 -0.09 -0.29
C -1.956 4.968 2.444 0.13 -0.20 -0.10
C -2.367 4.496 1.210 0.10 -0.23 0.13
C -1.912 3.263 0.760 -0.45 0.33 -0.15
C -2.415 2.706 -0.536 0.46 -0.26 -0.29
C -1.261 2.493 -1.560 -1.05 1.57 -0.52
O -0.442 1.464 -1.179 1.03 -1.38 1.11
C -0.489 3.820 -1.677 0.14 -0.28 0.19
C 0.747 3.971 -1.067 -0.08 -0.14 0.03
C 1.440 5.163 -1.182 0.07 0.15 -0.05
C 0.908 6.206 -1.921 0.08 0.00 0.07
C -0.334 6.064 -2.519 -0.05 0.02 -0.01
C -1.032 4.875 -2.402 0.09 0.00 0.18
C -1.762 2.173 -2.979 -0.02 -0.32 0.34
C -0.781 1.989 -3.951 -0.12 -0.12 -0.01
C -1.130 1.764 -5.269 0.15 0.02 0.12
C -2.466 1.719 -5.633 -0.21 -0.03 0.02
C -3.444 1.860 -4.664 -0.07 -0.02 -0.16
C -3.098 2.085 -3.339 0.20 -0.03 0.09
N -1.024 2.550 1.468 0.14 -0.17 -0.18
C 0.875 -0.007 4.596 -0.07 0.00 -0.25
C 0.380 -1.220 5.075 0.14 0.10 0.00
C 1.146 -2.008 5.914 -0.03 -0.04 -0.09
C 2.424 -1.605 6.267 0.11 0.10 0.00
C 2.919 -0.399 5.796 0.08 -0.15 0.07
C 2.153 0.395 4.958 -0.21 -0.05 0.02
C -1.438 0.751 4.035 0.07 -0.17 -0.31
C -2.462 0.325 3.200 0.20 -0.07 -0.06
C -3.770 0.316 3.658 -0.12 -0.02 0.10
C -4.060 0.727 4.949 -0.06 -0.01 -0.12
C -3.043 1.185 5.771 0.06 0.02 0.03
C -1.737 1.196 5.319 -0.04 -0.02 -0.22
H 1.396 2.247 2.836 0.00 0.08 0.15
H 0.620 2.701 4.371 0.00 0.02 -0.04
H -0.718 4.537 4.143 0.07 -0.02 0.07
H -2.314 5.912 2.822 -0.05 0.08 0.03
H -3.046 5.071 0.602 -0.09 -0.04 -0.10
H -3.148 3.395 -0.953 0.00 -0.07 0.05
H -2.893 1.738 -0.349 -0.13 0.05 -0.01
H 1.179 3.143 -0.512 -0.01 0.13 -0.05
H 2.401 5.273 -0.703 0.13 0.03 0.02
H 1.466 7.121 -2.044 0.02 0.12 0.04
H -0.758 6.877 -3.088 -0.02 0.08 -0.07
H -1.988 4.761 -2.891 -0.10 0.00 -0.08
H 0.258 2.036 -3.660 0.14 0.07 -0.01
H -0.360 1.645 -6.015 0.08 0.00 -0.10
H -2.744 1.580 -6.666 -0.03 -0.05 -0.10
H -4.487 1.807 -4.934 -0.11 0.01 -0.07
H -3.887 2.196 -2.612 -0.08 0.06 0.11
H -0.610 -1.547 4.789 -0.10 0.01 0.01
H 0.746 -2.940 6.289 -0.01 -0.05 0.01
H 3.036 -2.229 6.899 0.02 -0.02 0.11
H 3.910 -0.075 6.076 0.10 0.02 0.04
H 2.566 1.325 4.603 0.05 0.17 -0.08
H -2.234 -0.023 2.194 -0.07 0.01 0.19
H -4.565 -0.025 3.011 -0.08 -0.06 -0.05
H -5.073 0.684 5.318 -0.13 0.05 0.01
H -3.262 1.523 6.770 -0.06 0.02 0.15
H -0.942 1.528 5.970 0.11 0.01 0.13
N -2.340 -1.281 -0.602 0.03 -0.38 -0.08
C -1.453 -2.231 -1.038 -0.33 0.24 0.21
C -1.702 -3.600 -1.045 -0.06 -0.06 -0.15
C -0.826 -4.602 -1.401 -0.37 -0.37 -0.16
C 1.600 -3.976 -0.914 0.40 -0.29 0.17
C 2.029 -2.556 -1.072 0.09 0.37 0.12
C 3.236 -2.012 -1.356 -0.09 -0.04 0.03
C 3.441 -0.657 -1.034 0.34 -0.59 -0.37
C 2.437 0.064 -0.391 -0.66 0.34 0.34
N 1.233 -0.396 -0.133 1.33 0.19 -0.17
C 0.903 -1.739 -0.500 -0.48 -0.59 -0.11
H -2.216 -0.372 -1.028 -0.02 0.01 0.06
H -3.290 -1.568 -0.413 0.03 0.07 -0.05
H -2.684 -3.909 -0.721 -0.12 -0.12 0.07
H -1.144 -5.624 -1.270 -0.19 -0.18 0.07
H 2.436 -4.675 -0.912 0.09 0.11 0.04
H 4.040 -2.606 -1.766 0.10 -0.06 0.05
H 4.383 -0.180 -1.241 0.10 0.10 0.03
H 2.655 1.078 -0.075 -0.11 0.00 -0.08
S 1.039 -6.024 -2.712 1.08 0.64 -0.19
C 0.539 -4.390 -2.005 -0.37 0.06 -0.04
C 0.361 -3.369 -3.094 0.00 0.33 -0.36
C 0.012 -2.119 -2.793 0.11 -0.17 -0.53
N -0.217 -1.685 -1.458 0.11 -0.36 0.07
C 0.534 -2.629 0.686 0.39 0.09 -0.01
C 0.919 -3.873 0.439 0.36 0.06 0.05
C 2.635 -5.801 -3.447 -1.13 -0.27 0.51
C 3.168 -4.603 -3.914 0.16 0.78 -0.11
C 4.416 -4.631 -4.522 -0.99 0.46 0.31
N 5.091 -5.747 -4.665 1.28 -0.28 -0.52
C 4.624 -6.887 -4.208 -0.42 -0.32 0.25
C 3.384 -6.973 -3.593 -0.02 -0.55 -0.08
H 0.345 -3.721 -4.114 0.06 0.19 -0.22
H -0.257 -1.394 -3.550 0.05 -0.03 -0.23
H 0.036 -2.234 1.552 -0.12 0.05 0.26
H 0.786 -4.736 1.067 -0.12 -0.07 0.19
H 2.628 -3.674 -3.844 -0.07 0.10 0.03
H 4.860 -3.734 -4.934 -0.03 0.07 0.05
H 5.242 -7.761 -4.359 -0.02 -0.10 0.06
H 3.002 -7.923 -3.251 -0.02 -0.13 0.04
```
Forces are in eV/Å.

Calculated values
* HOMO level (alpha / beta): -11.9 / -12.8 eV
* net charge: +2
* energy above the lowest of the compared OMol25 structures with the same formula, charge and spin: 73.6 kcal per mole
* LUMO energy (alpha / beta): -5.20 / -9.52 eV
* multiplicity: 5